{
  "formula": "C5H14N5P",
  "method": "the ωB97M-V functional and the def2-TZVPD basis",
  "e_tot_ev": -22134.422,
  "total_charge": 2,
  "de_lowest_kcal_mol": 9.7,
  "homo_ev": -17.10,
  "spin_multiplicity": 1,
  "species": ["C", "C", "C", "C", "C", "N", "N", "N", "N", "N", "P", "H", "H", "H", "H", "H", "H", "H", "H", "H", "H", "H", "H", "H", "H"],
  "positions_angstrom": [[0.15546, 0.15823, -0.66061], [-0.76962, -1.67246, 0.75901], [0.69289, 1.91083, -2.27238], [-1.17376, 0.46119, -2.61389], [1.27225, 1.04241, 2.99542], [0.95443, 0.63386, 0.25967], [-0.65814, -1.04138, -0.41514], [0.04002, -1.31364, 1.79744], [-1.65657, -2.65029, 1.02474], [-0.03703, 0.74293, -1.78313], [1.32366, -0.09283, 1.66046], [1.67670, 2.11431, -1.80025], [0.87349, 1.85194, -3.37009], [0.06221, 2.81832, -2.18855], [-0.77006, 0.02669, -3.56967], [-2.03567, -0.01462, -2.08491], [-1.49470, 1.49934, -2.59078], [2.07608, 1.75991, 2.71714], [0.23503, 1.43348, 3.06039], [1.51669, 0.69224, 4.07400], [-1.02618, -1.58699, -1.21156], [-0.25615, -1.89990, 2.65435], [-2.13253, -3.02647, 0.18571], [-1.78071, -3.08582, 2.01078], [2.91222, -0.76131, 1.36186]],
  "forces_ev_per_angstrom": [[0.1, -1.0, 1.9], [0.6, -0.2, 2.1], [1.0, 1.4, -0.5], [-0.7, 0.5, -0.3], [0.3, -0.1, 2.2], [0.1, -0.7, 1.2], [0.0, -0.6, -1.0], [-0.4, -0.7, 1.5], [0.3, 0.1, -0.4], [0.7, -0.4, -0.4], [1.7, -1.9, -2.3], [-0.9, -0.5, 0.0], [-0.2, -0.6, 0.8], [0.2, -0.5, 0.4], [-1.3, 0.5, 0.7], [1.1, -0.2, -0.7], [-1.0, 0.0, -1.8], [-0.8, 0.1, 0.2], [0.7, 0.3, -0.4], [-0.2, 0.0, -2.0], [0.2, 0.9, 0.4], [1.4, 1.7, -1.3], [-0.1, 0.0, 1.3], [0.3, 0.9, -2.7], [-3.3, 1.0, 1.1]]
}